This record from the Open Molecules 2025 dataset describes an isolated ion of composition C24H33N2O2 and charge +1. The level of theory is ωB97M-V/def2-TZVPD.

Geometry as XYZ:
```
61
Properties=species:S:1:pos:R:3:forces:R:3
C -0.60017 -4.24979 -0.75306 -0.014 -0.150 0.187
H -0.59039 -4.41439 -1.82890 -0.027 0.023 -0.150
H -0.16096 -3.27884 -0.53838 0.000 0.157 -0.002
C 0.14617 -5.36247 -0.02555 0.086 0.020 -0.270
H -0.42433 -6.28808 -0.11659 -0.012 -0.014 0.093
C 1.55409 -5.62499 -0.56265 -0.108 0.179 0.283
H 1.49874 -5.91919 -1.61387 0.038 -0.113 -0.061
C 2.51300 -4.44286 -0.42136 0.112 -0.364 0.254
N 2.34340 -3.47351 -1.48946 0.053 -0.247 -0.162
C 2.16598 -2.17697 -1.29549 -0.024 0.062 -0.730
O 2.14522 -1.66744 -0.16853 -0.024 -0.011 0.429
C 1.97802 -1.31924 -2.54887 -0.006 -0.083 0.012
H 1.82816 -1.98134 -3.40453 0.013 0.028 0.069
C 3.22268 -0.45835 -2.81732 -0.042 -0.115 0.058
H 4.09529 -1.09489 -2.96373 0.030 0.076 -0.036
H 3.05556 0.08319 -3.74934 0.022 -0.012 -0.002
C 3.49871 0.52758 -1.67258 0.547 -0.152 -0.351
N 2.26654 0.79114 -0.90439 -0.051 -0.268 0.359
C 1.12662 0.96062 -1.82021 -0.653 -0.018 -0.332
H 0.28934 1.38691 -1.26509 0.155 0.005 -0.045
C 0.74373 -0.40646 -2.39333 0.037 -0.095 0.061
H 0.26528 -0.26620 -3.36178 0.003 0.017 0.011
H 0.01850 -0.89048 -1.73714 -0.041 0.047 -0.038
H 1.41212 1.66088 -2.60909 0.075 0.020 0.107
C 2.41113 1.89699 0.07157 -0.128 0.388 0.518
C 1.21916 1.94410 0.98758 0.076 0.094 -0.083
C 0.96690 0.88157 1.85479 -0.051 0.179 -0.036
C -0.13150 0.90303 2.68168 -0.224 0.071 0.080
C -1.01164 1.99262 2.67432 0.387 -0.048 -0.264
C -0.75839 3.05623 1.80977 -0.259 0.050 0.242
C 0.34487 3.02105 0.97669 0.232 -0.189 0.011
H 0.52706 3.85588 0.31527 0.017 0.100 -0.084
H -1.41681 3.90803 1.77115 -0.076 0.066 0.006
O -2.04765 1.91030 3.52833 0.034 -0.226 0.048
C -2.97506 2.97890 3.60428 -0.299 0.274 0.157
C -3.79306 3.17331 2.35017 0.058 -0.062 -0.003
C -4.28137 4.43203 2.02346 0.072 -0.129 0.095
C -5.04870 4.60900 0.88598 -0.057 0.061 -0.041
C -5.32682 3.53213 0.06080 -0.045 0.042 -0.071
C -4.84102 2.27618 0.38134 -0.013 -0.057 -0.025
C -4.08110 2.09577 1.52354 0.028 -0.003 0.089
H -3.71005 1.11417 1.78114 0.042 -0.084 0.009
H -5.06129 1.43166 -0.25479 -0.029 -0.066 -0.055
H -5.92463 3.67147 -0.82704 -0.051 0.017 -0.079
H -5.42885 5.58959 0.64308 -0.036 0.088 -0.027
H -4.06458 5.27365 2.66587 0.041 0.114 0.060
H -3.63460 2.69836 4.43275 0.166 0.097 -0.093
H -2.46121 3.91004 3.87689 -0.039 -0.106 -0.026
H -0.33448 0.08899 3.35835 -0.022 -0.110 0.100
H 1.63611 0.03429 1.88617 0.091 -0.141 0.041
H 2.52106 2.83958 -0.47101 0.055 -0.123 -0.047
H 3.32335 1.71221 0.64470 0.022 -0.032 -0.168
H 2.08876 -0.13424 -0.36622 0.129 0.428 -0.270
H 4.24090 0.11883 -0.98402 -0.127 0.095 0.040
H 3.88192 1.47037 -2.07113 -0.080 -0.011 0.132
H 2.33336 -3.85028 -2.42613 -0.051 0.240 0.017
H 3.54670 -4.80217 -0.45061 -0.076 0.086 0.089
H 2.35029 -3.92055 0.52283 0.088 -0.051 -0.073
H 1.97787 -6.46519 -0.01149 0.072 -0.038 -0.084
H 0.20808 -5.11793 1.03623 -0.007 -0.079 0.071
H -1.63599 -4.22482 -0.42507 -0.112 0.075 -0.019
```
Forces are in eV/Å.

The HOMO-LUMO gap comes out at 9.05 eV. The maximum force is 0.0143 Eh/bohr. The charge is +1. The SMILES is CCCCNC(=O)[C@H]1CC[N@H+](Cc2ccc(OCc3ccccc3)cc2)CC1. The value obtained for the highest occupied orbital energy is -11.108 eV. Its relative energy (zero: lowest compared OMol25 entry of this formula, charge and spin) is 0.0 kcal/mol.

***

This record from the Open Molecules 2025 dataset describes a 2-piece molecular cluster, C24H33N2O3 overall. The level of theory is ωB97M-V/def2-TZVPD.

Geometry as XYZ:
```
62
Properties=species:S:1:pos:R:3:forces:R:3
C -6.07965 0.09848 -0.47116 -0.695 0.557 0.551
O -5.24449 -0.79993 -1.15463 3.118 0.844 -1.744
C -4.09750 -0.21438 -1.70329 -1.548 -1.132 0.748
C -3.25933 -1.04471 -2.46125 0.016 -0.422 -0.117
C -2.11570 -0.56778 -3.03761 -0.175 -0.020 0.093
C -1.74420 0.78953 -2.88141 0.289 0.804 0.072
C -0.58553 1.28577 -3.47957 0.099 2.172 0.656
O -0.14864 2.57158 -3.39091 -2.050 -3.418 0.349
C 0.98530 2.77959 -4.20602 1.419 0.425 -0.978
C -2.59296 1.62634 -2.11899 -0.228 -0.153 0.086
C -3.73695 1.13367 -1.54785 -0.182 0.397 0.226
H -6.95330 -0.44665 -0.10952 0.255 -0.049 -0.147
H -5.54377 0.52571 0.37700 -0.142 0.053 0.100
H -6.40437 0.88742 -1.15129 -0.131 0.049 0.112
H -3.54676 -2.07254 -2.58502 -0.041 -0.260 -0.020
H -1.49325 -1.21949 -3.62399 0.131 -0.237 -0.116
H 0.02452 0.61593 -4.06631 0.255 -0.092 -0.196
H 1.31484 3.81512 -4.11701 -0.267 -0.141 0.164
H 1.79928 2.12250 -3.89201 -0.049 0.082 0.016
H 0.73007 2.57926 -5.24957 0.052 0.088 0.098
H -2.32824 2.66347 -2.00467 -0.021 0.200 0.095
H -4.36693 1.79012 -0.97616 -0.023 0.180 0.067
C 4.17558 1.35191 2.98680 -0.121 -0.024 -0.288
N 2.92124 0.74605 2.57392 -0.770 -0.666 0.247
C 2.20699 0.92856 1.28458 -0.153 0.109 0.378
C 3.06311 0.64671 0.01441 0.268 -0.115 0.128
C 3.75335 -0.71548 0.17089 -0.099 0.154 -0.012
C 4.09529 1.77109 -0.21037 -0.139 -0.240 0.147
C 2.15010 0.59188 -1.21925 -0.106 -0.103 0.244
N 1.04249 0.01066 1.38190 0.740 -0.161 0.725
C 0.90703 -0.39046 2.80948 -0.706 0.173 -0.544
C 0.57582 -1.86880 2.98205 0.307 -0.275 0.226
C -0.68208 -2.25395 2.27266 0.196 0.089 -0.066
C -1.91590 -1.92443 2.80905 0.060 0.090 0.062
C -3.07944 -2.24209 2.14186 -0.241 0.119 0.057
C -3.01725 -2.89160 0.92559 -0.296 -0.069 -0.283
C -1.79323 -3.21754 0.37476 -0.033 -0.004 -0.142
C -0.63153 -2.89384 1.04443 0.075 0.052 0.025
C 2.22045 -0.03228 3.47243 0.160 0.351 -0.759
O 2.56829 -0.37325 4.58332 -0.010 0.253 -0.356
H 4.24993 1.30993 4.07250 -0.163 -0.100 -0.058
H 5.01788 0.80748 2.56637 0.200 0.028 0.005
H 4.22814 2.39109 2.66972 -0.034 0.077 -0.030
H 1.84660 1.96488 1.26208 0.135 0.223 -0.249
H 3.01247 -1.49977 0.32979 -0.046 0.009 0.013
H 4.32078 -0.96382 -0.72490 0.060 0.020 -0.071
H 4.43619 -0.72632 1.01924 0.038 0.018 -0.009
H 3.60875 2.74738 -0.23546 -0.042 0.069 0.043
H 4.86017 1.78916 0.56463 -0.048 0.016 -0.066
H 4.60728 1.63931 -1.16368 -0.005 -0.097 -0.050
H 1.60167 1.52332 -1.34635 -0.119 0.281 0.022
H 2.73984 0.42380 -2.11975 0.163 -0.002 -0.029
H 1.43187 -0.22266 -1.13557 -0.074 -0.085 0.070
H 0.17551 0.39907 0.99858 0.676 -0.055 0.370
H 0.11594 0.22405 3.26814 0.155 -0.187 0.224
H 1.41490 -2.46889 2.61708 -0.027 0.114 -0.118
H 0.49353 -2.11400 4.04500 0.017 0.262 -0.012
H -1.95687 -1.40721 3.75265 -0.036 0.068 0.279
H -4.03587 -1.98312 2.57040 -0.114 -0.007 0.066
H -3.92613 -3.14279 0.40297 -0.176 -0.081 -0.067
H -1.74224 -3.72387 -0.57549 -0.006 -0.132 -0.162
H 0.32689 -3.12916 0.61476 0.230 -0.100 -0.076
```
Forces are in eV/Å.

The HOMO-LUMO gap comes out at 5.55 eV. The maximum force is 0.0778 Eh/bohr. The charge is +1. The value obtained for the highest occupied orbital energy is -11.053 eV. Its relative energy (zero: lowest compared OMol25 entry of this formula, charge and spin) is 69.0 kcal/mol.

***

> What is the relative energy (zero: lowest compared OMol25 entry of this formula, charge and spin) in the second record?

69.0 kcal/mol

***

> Among the records above, which one has the highest HOMO-LUMO gap?

C24H33N2O2

***

> Number 1 is which compound?

C24H33N2O2

***

> The highest maximum force belongs to which entry?

C24H33N2O3